Record 1
# C46H47BN10O2PbS3

A structure of composition C46H47BN10O2PbS3 (ωB97M-V/def2-TZVPD, the OMol25 dataset).

Output
HOMO energy, eV: -6.05
Max |F|, eV/Å: 0.90
LUMO energy, eV: 0.53
HOMO-LUMO gap, eV: 6.5774
Net charge: 0

Last column: Löwdin charge in e.
Geometry (Å):
Pb: -0.65183 0.23876 0.15123  1.14
C: 2.29993 -4.65571 4.70647  -0.06
C: 1.34574 -3.60213 4.20846  -0.30
C: -0.03663 -3.73389 4.31444  -0.05
C: -0.88548 -2.81304 3.74249  -0.02
C: -0.42548 -1.70623 2.98384  -0.23
N: -1.21788 -0.87050 2.27211  -0.06
C: -2.60278 -0.97708 2.25641  -0.32
C: -3.33101 -2.15306 2.04242  -0.07
C: -4.71417 -2.15888 2.05134  -0.05
C: -5.44381 -0.99320 2.25188  -0.28
C: -6.94807 -0.99562 2.27630  -0.05
C: -4.74237 0.19593 2.39170  0.00
C: -3.36037 0.20764 2.38290  -0.18
N: -2.66466 1.43436 2.57545  -0.06
C: -2.86560 2.30350 3.58643  -0.04
C: -1.84641 3.22909 3.54442  -0.04
C: -1.06091 2.83893 2.45469  -0.14
N: -1.57474 1.76490 1.87181  -0.01
C: 0.97733 -1.47101 3.08880  -0.13
C: 1.81801 -2.43235 3.64331  -0.03
N: 1.60488 -0.23836 2.72770  -0.06
C: 2.65584 0.29869 3.38987  -0.06
C: 3.04899 1.43498 2.71458  -0.05
C: 2.15636 1.52626 1.64277  -0.16
N: 1.29745 0.51747 1.66526  -0.05
H: 1.75594 -5.51383 5.09894  0.07
H: 2.94604 -4.26081 5.49354  0.08
H: 2.94108 -5.00216 3.89210  0.06
H: -0.45275 -4.58443 4.84294  0.11
H: -1.95055 -2.94199 3.85853  0.10
H: -2.78744 -3.06318 1.82627  0.11
H: -5.24105 -3.09258 1.89218  0.11
H: -7.33616 -2.01280 2.29822  0.07
H: -7.34501 -0.49448 1.39138  0.08
H: -7.31855 -0.46633 3.15542  0.08
H: -5.28621 1.12808 2.49678  0.13
H: -3.69545 2.18933 4.26115  0.13
H: -1.68012 4.05153 4.21663  0.09
H: -0.14452 3.26339 2.08302  0.10
H: 2.88732 -2.25596 3.62438  0.11
H: 3.02755 -0.11599 4.30899  0.12
H: 3.86175 2.09208 2.96777  0.09
H: 2.09500 2.26017 0.85487  0.10
C: -2.84355 -1.20435 -3.91899  -0.04
N: -2.97963 0.16990 -3.49402  -0.11
C: -2.99620 1.27351 -4.32368  -0.06
C: -3.27926 2.33983 -3.54898  -0.08
N: -3.44063 1.91412 -2.25107  -0.04
B: -3.96586 2.80308 -1.09610  -0.45
N: -2.83738 3.77466 -0.56304  0.01
C: -3.16396 4.89698 0.16208  -0.07
C: -2.03263 5.55766 0.48465  -0.06
N: -0.98827 4.83112 -0.04434  -0.14
C: 0.40797 5.18093 0.03549  -0.06
C: -1.50009 3.72689 -0.66941  -0.68
S: -0.50294 2.57197 -1.44410  0.62
C: -3.23790 0.58366 -2.22093  -0.72
S: -3.24667 -0.45831 -0.86166  0.62
H: -3.51615 -1.39794 -4.75566  0.09
H: -3.12136 -1.84011 -3.08360  0.05
H: -1.82064 -1.43834 -4.20545  0.09
H: -2.80223 1.19772 -5.37849  0.12
H: -3.38453 3.37710 -3.81131  0.12
H: -4.83514 3.50481 -1.54789  0.07
H: -4.33519 2.11338 -0.19055  0.06
H: -4.18794 5.13709 0.38501  0.12
H: -1.87013 6.47325 1.02411  0.12
H: 0.66178 5.47989 1.05321  0.09
H: 0.64349 5.99836 -0.64776  0.09
H: 0.98672 4.30770 -0.25498  0.03
O: -0.36299 -2.66100 -2.24095  -0.08
C: -0.51727 -3.33573 -1.01114  -0.20
C: 0.78624 -3.34589 -0.24873  -0.24
C: 1.36138 -4.50587 0.25438  0.00
C: 2.63623 -4.43889 0.79329  -0.06
C: 3.27787 -3.21454 0.85895  -0.06
C: 2.59335 -2.09612 0.41253  -0.15
N: 1.38859 -2.15545 -0.14279  0.09
H: -0.03359 -1.77800 -2.03497  0.01
H: -0.84403 -4.34648 -1.25243  0.13
H: -1.29144 -2.85000 -0.40010  0.09
H: 0.82873 -5.44634 0.20642  0.11
H: 3.12832 -5.33764 1.14323  0.11
H: 4.28290 -3.13085 1.25006  0.11
H: 3.02512 -1.10599 0.49218  0.10
O: 1.64963 0.51118 -1.62172  -0.65
S: 2.29956 -0.38267 -2.61444  1.00
C: 4.04114 -0.52070 -2.15434  -0.40
C: 4.62983 0.43780 -1.34994  -0.07
C: 5.96451 0.29931 -1.00332  -0.06
C: 6.69560 -0.78764 -1.46653  -0.08
C: 6.09072 -1.75057 -2.26235  -0.07
C: 4.75118 -1.62444 -2.59933  -0.10
C: 2.57579 0.68319 -4.06799  -0.33
C: 1.60130 1.64095 -4.30354  -0.08
C: 1.69633 2.44992 -5.42578  -0.07
C: 2.76561 2.30686 -6.29738  -0.08
C: 3.73939 1.34979 -6.05009  -0.08
C: 3.64263 0.52358 -4.94049  -0.07
H: 4.03233 1.27148 -1.00012  0.11
H: 6.43922 1.03977 -0.37313  0.11
H: 7.73920 -0.89028 -1.19952  0.10
H: 6.66013 -2.59906 -2.61789  0.11
H: 4.25463 -2.37552 -3.20294  0.12
H: 0.79116 1.76505 -3.59697  0.04
H: 0.93276 3.19292 -5.61467  0.11
H: 2.84248 2.93939 -7.17205  0.10
H: 4.58117 1.24638 -6.72204  0.10
H: 4.40345 -0.22194 -4.75617  0.10

***

Record 2
# C17H20N6

The molecule C17H20N6 in a non-equilibrium geometry (ωB97M-V/def2-TZVPD, the OMol25 dataset).

Output
HOMO energy, eV: -8.23
Max |F|, eV/Å: 5.63
LUMO energy, eV: 0.55
HOMO-LUMO gap, eV: 8.7737
Net charge: 0
Relative energy (zero: lowest compared OMol25 entry of this formula, charge and spin), eV: 4.036

Last column: natural (NBO) charge in e.
Geometry (Å):
N: 2.52544 -4.35544 -0.53936  -0.32
C: 2.51819 -3.41227 0.15678  0.29
N: -0.30711 -1.58394 1.49256  -0.26
N: -3.93850 -0.19209 0.46027  -0.54
N: -5.46222 0.57633 -1.15980  -0.53
C: -1.58145 -1.28769 1.36015  -0.02
C: -1.62094 -0.64748 0.07020  -0.20
C: -0.39615 -0.64591 -0.52526  -0.05
C: -5.18118 0.26096 0.14318  0.28
C: -2.88920 -0.09304 -0.41806  0.32
C: -4.48658 0.70032 -1.94252  0.43
C: -3.10754 0.52453 -1.65561  -0.17
N: -4.68262 0.86830 -3.28895  -0.60
N: 0.41538 -1.14041 0.48400  -0.17
C: -2.42304 0.54186 -3.00616  -0.44
C: -3.45274 0.77691 -4.10913  -0.19
C: 3.95338 2.05761 1.56083  -0.41
C: 3.66912 1.44322 2.89811  -0.39
C: 3.52738 1.00330 0.52191  -0.40
C: 2.61001 0.31045 2.64158  -0.42
C: 2.61324 -2.26475 1.06511  -0.53
C: 2.32334 0.34210 1.19020  -0.22
C: 1.85198 -1.04841 0.53169  0.00
H: -2.45414 -1.63100 1.97300  0.25
H: -0.16202 -0.32731 -1.53524  0.23
H: -5.82951 0.36360 1.01291  0.20
H: -5.63805 0.84090 -3.57465  0.41
H: -2.08243 -0.46011 -3.24458  0.22
H: -1.57849 1.20470 -3.05925  0.22
H: -3.55331 -0.02290 -4.81016  0.19
H: -3.29021 1.66622 -4.70878  0.19
H: 5.03435 2.38295 1.53532  0.22
H: 3.39794 2.98439 1.43486  0.20
H: 4.56907 0.92636 3.34816  0.20
H: 3.42629 2.13841 3.56434  0.20
H: 3.19456 1.41124 -0.47619  0.21
H: 4.30905 0.35727 0.35850  0.20
H: 2.86014 -0.68214 3.06632  0.20
H: 1.81186 0.56888 3.31423  0.22
H: 3.65609 -1.97468 1.16802  0.26
H: 2.19991 -2.65606 2.03625  0.28
H: 1.55400 1.12247 1.19976  0.22
H: 2.09674 -0.94765 -0.53453  0.21

***

Record 3
# C25H35N2O11P4Pb

A structure of composition C25H35N2O11P4Pb (ωB97M-V/def2-TZVPD, the OMol25 dataset).

Output
HOMO energy, eV: -12.16
Max |F|, eV/Å: 0.11
LUMO energy, eV: -2.50
HOMO-LUMO gap, eV: 9.6587
Net charge: +1
Relative energy (zero: lowest compared OMol25 entry of this formula, charge and spin), eV: 0.000

Last column: Löwdin charge in e.
Geometry (Å):
Pb: 2.93618 -1.10274 -2.24431  1.48
N: -0.62126 -1.32090 2.42973  0.00
P: -1.26402 -1.01464 0.95165  0.90
C: -2.73844 -0.08477 1.27635  -0.26
C: -3.95940 -0.75027 1.38531  -0.05
C: -5.10593 -0.02788 1.67354  -0.05
C: -5.03256 1.34747 1.84629  -0.05
C: -3.81748 2.01090 1.73044  -0.05
C: -2.66466 1.29956 1.44358  -0.06
C: -1.58821 -2.50725 0.07861  -0.29
C: -1.77822 -2.45468 -1.30088  -0.06
C: -2.11311 -3.61419 -1.97964  -0.05
C: -2.26349 -4.80588 -1.28445  -0.04
C: -2.07869 -4.85378 0.09238  -0.06
C: -1.74121 -3.70277 0.78163  -0.07
C: 0.63123 -1.94575 2.61195  -0.37
C: 1.10745 -2.22646 3.88625  -0.01
C: 2.34363 -2.83750 3.97895  -0.05
C: 3.03742 -3.15147 2.81645  -0.05
C: 2.45702 -2.83438 1.60246  -0.11
N: 1.27302 -2.22885 1.49248  0.13
H: -1.02757 -0.83635 3.21620  0.13
H: -4.01464 -1.82083 1.23025  0.11
H: -6.05674 -0.53644 1.75340  0.12
H: -5.93115 1.90906 2.06440  0.12
H: -3.77040 3.08428 1.85527  0.12
H: -1.72193 1.82169 1.33376  0.09
H: -1.63246 -1.53030 -1.84264  0.11
H: -2.23762 -3.58745 -3.05275  0.11
H: -2.52232 -5.70926 -1.82074  0.12
H: -2.19238 -5.78753 0.62570  0.11
H: -1.58780 -3.73432 1.85293  0.11
H: 0.52893 -1.97989 4.76667  0.12
H: 2.75957 -3.07429 4.94910  0.12
H: 4.00220 -3.63596 2.85144  0.11
H: 2.95822 -3.07339 0.67177  0.10
O: 2.76140 0.17817 -6.10185  -0.09
P: 1.81722 0.71605 -4.94732  0.24
O: 1.21326 2.00764 -5.24968  -0.23
O: 2.55996 0.56242 -3.60439  -0.49
O: 0.63770 -0.45081 -4.89563  -0.25
P: 0.92482 -1.82837 -4.15201  0.14
O: -0.22815 -2.78210 -4.66000  -0.08
O: 0.73991 -1.64105 -2.64965  -0.43
O: 2.33239 -2.26243 -4.45416  -0.38
H: 3.05717 -0.72802 -5.92037  0.07
H: -0.26136 -2.87101 -5.62139  0.11
C: 1.31016 3.31201 -2.21369  -0.02
C: -0.02130 2.82697 -1.68705  -0.54
C: -0.99688 3.96448 -1.46836  -0.02
C: -0.63247 1.71489 -2.51302  -0.02
O: 0.21827 2.30938 -0.27679  -0.15
P: 0.84748 0.96208 0.13712  0.38
O: -0.35967 -0.11321 0.03112  -0.24
O: 2.00599 0.48051 -0.63638  -0.37
O: 1.02614 1.04738 1.67973  -0.15
C: 1.85994 2.03927 2.42391  -0.57
C: 0.93999 3.18459 2.80129  -0.01
C: 3.02494 2.49882 1.56624  -0.02
C: 2.33516 1.26731 3.63769  -0.02
H: 1.17035 3.67683 -3.23156  0.10
H: 2.03173 2.50007 -2.26868  0.06
H: 1.69200 4.11922 -1.58744  0.09
H: -1.22141 4.42515 -2.43045  0.11
H: -0.56728 4.72410 -0.81538  0.09
H: -1.92958 3.60124 -1.03433  0.08
H: -0.74509 2.06040 -3.54039  0.10
H: -1.60948 1.43096 -2.11566  0.09
H: 0.01117 0.83423 -2.54895  0.05
H: 0.56933 3.69523 1.91353  0.08
H: 1.48746 3.90385 3.41094  0.10
H: 0.09277 2.81849 3.38307  0.09
H: 2.68615 3.02982 0.67523  0.08
H: 3.64472 1.65667 1.26097  0.09
H: 3.63698 3.18590 2.15053  0.11
H: 1.48549 0.90830 4.22006  0.09
H: 2.93567 1.91736 4.27383  0.10
H: 2.94381 0.41440 3.33583  0.09

***

Record 4
# C10H16O

A cluster of 2 separate species, C10H16O in total in a non-equilibrium geometry (ωB97M-V/def2-TZVPD, the OMol25 dataset).

Output
HOMO energy, eV: -8.65
Max |F|, eV/Å: 6.81
LUMO energy, eV: 0.85
HOMO-LUMO gap, eV: 9.5031
Net charge: 0
Relative energy (zero: lowest compared OMol25 entry of this formula, charge and spin), eV: 4.026

Last column: natural (NBO) charge in e.
Geometry (Å):
C: 0.96706 -2.67990 -1.24515  -0.63
C: 1.66697 1.02606 -1.65993  -0.30
C: 1.85210 -0.36634 -1.73185  -0.19
C: 0.36578 1.59012 -1.69530  0.28
C: 0.73793 -1.23580 -1.61735  -0.04
C: -0.81615 0.80526 -1.74571  -0.26
C: -0.54557 -0.58015 -1.62705  -0.19
O: 0.10372 2.97121 -1.77918  -0.71
H: 2.56082 1.53895 -1.13395  0.24
H: 2.83258 -0.78137 -1.50916  0.21
H: 0.46148 3.22920 -2.65624  0.48
H: -1.79361 1.15757 -1.79228  0.23
H: 0.45798 -3.35132 -1.91737  0.22
H: 0.63345 -2.87430 -0.16647  0.23
H: -1.46516 -1.10025 -1.29786  0.20
H: 2.06985 -2.90019 -1.47616  0.22
C: -0.36928 0.08219 2.36175  -0.41
C: -0.83127 0.96122 1.30889  -0.65
C: -1.57948 -0.14240 3.29484  -0.61
H: -0.11893 -0.83462 1.99343  0.19
H: 0.30757 0.60147 2.99881  0.21
H: -0.63503 2.09840 1.51247  0.21
H: -1.62820 0.82663 0.46878  0.22
H: -0.97519 -0.86512 3.94405  0.20
H: -1.90809 0.81011 3.68674  0.21
H: -0.03202 0.86080 0.53876  0.22
H: -2.31931 -0.84745 2.94248  0.20